# C11H8NO5Tl

C11H8NO5Tl as an isolated structure (ωB97M-V/def2-TZVPD, OMol25).

Results
highest occupied orbital energy: -15.63 eV
ΔE to the lowest compared entry with this formula, charge and spin: 37.7 kcal/mol
net charge: +2
orbital gap: 0.2829 Eh

Cartesian coordinates (Å):
Tl1 -0.268 0.844 -1.856
O1 -1.484 -1.975 -3.457
O2 2.938 -0.040 -2.842
O3 0.895 4.012 -1.058
O4 -3.496 1.848 -1.133
O5 -1.617 2.426 -4.156
N1 0.015 -0.091 0.210
C1 0.525 2.959 -1.279
C2 -0.023 0.708 1.292
C3 0.570 -1.829 4.000
C4 -1.111 -1.064 -2.885
C5 1.919 0.205 -2.417
C6 0.405 -2.026 1.536
C7 -2.423 1.482 -1.307
C8 0.369 -1.200 2.671
C9 0.153 0.184 2.571
C10 -0.589 1.853 -4.051
C11 0.223 -1.417 0.298
H1 0.231 -1.943 -0.666
H2 1.543 -2.328 4.037
H3 0.419 1.527 -4.546
H4 0.519 -1.064 4.775
H5 -0.200 1.770 1.072
H6 0.120 0.859 3.438
H7 0.568 -3.112 1.574
H8 -0.200 -2.586 4.179

Atomic forces in eV per Å
Tl -0.1211 0.4088 -0.7591
O 0.9471 2.5365 1.1852
O -1.9509 0.5438 0.6680
O -0.9697 -2.5646 -0.8800
O 3.8716 -1.2927 -0.7390
O 1.7342 -0.5224 -1.0028
N -0.1204 0.5136 -0.9082
C 1.9505 4.8613 2.0886
C 0.0360 -0.2203 0.3260
C 0.0077 0.1096 0.3706
C -1.9319 -5.0954 -1.9041
C 4.1613 -1.3121 -0.9874
C -0.1555 0.5279 -1.1519
C -6.0914 1.9228 1.4699
C 0.0783 -0.3191 0.3939
C -0.1121 0.3253 -0.9641
C 0.4403 -0.9234 1.9111
C 0.0559 -0.1803 0.4567
H 0.0692 -0.0850 0.6459
H -0.1148 0.0506 0.0566
H -1.9973 1.2955 -0.7339
H 0.0486 -0.2613 0.1225
H 0.0884 -0.4514 0.4863
H 0.0480 -0.5694 -0.4051
H -0.0726 0.6208 0.2169
H 0.1006 0.0811 0.0376


# C33H39F10N3O36

A 13-piece molecular cluster, C33H39F10N3O36 overall (ωB97M-V/def2-TZVPD, OMol25).

Results
highest occupied orbital energy: -10.39 eV
orbital gap: 0.3446 Eh

Cartesian coordinates (Å):
F1 0.953 0.373 6.965
F2 -3.978 0.122 -3.311
F3 -2.367 2.631 -1.235
F4 0.460 -3.756 -3.718
F5 5.685 -1.174 4.173
F6 -5.648 -1.053 -0.329
F7 2.042 -0.246 -1.149
F8 7.951 -0.800 1.001
F9 -1.479 1.588 -4.305
F10 0.308 4.697 3.265
O1 0.446 0.204 3.045
O2 1.549 3.666 0.341
O3 -5.454 4.409 0.908
O4 -1.963 4.703 3.113
O5 4.811 0.532 -1.659
O6 -0.122 0.203 -1.513
O7 -6.226 0.448 -3.798
O8 -0.587 -0.968 0.246
O9 1.950 -0.691 4.464
O10 0.261 1.665 -6.646
O11 5.599 1.370 0.307
O12 -5.039 3.881 -1.199
O13 -7.131 2.259 -4.873
O14 -1.780 -3.551 -3.054
O15 -3.474 -4.227 -4.402
O16 3.183 0.398 2.411
O17 -3.988 2.746 0.355
O18 -4.692 0.345 3.745
O19 -0.145 -0.447 5.111
O20 0.369 -4.564 4.107
O21 -4.077 -1.577 2.756
O22 -5.539 1.028 -5.784
O23 6.829 -0.068 -0.856
O24 3.432 -2.329 -0.113
O25 -1.420 4.123 1.064
O26 -2.956 5.765 1.366
O27 1.514 -2.742 3.829
O28 -1.380 1.342 -8.148
O29 4.618 0.756 4.053
O30 -1.863 -5.648 -3.757
O31 2.334 -3.826 1.088
O32 3.599 2.494 3.029
O33 -5.104 0.029 1.571
O34 -1.988 -1.055 -1.489
O35 1.664 5.732 -0.199
O36 -1.425 0.354 -6.121
N1 3.187 -3.449 0.313
N2 0.575 -3.491 3.612
N3 2.109 4.611 -0.181
C1 -3.604 2.193 -0.886
C2 5.630 0.607 -0.821
C3 -5.088 -0.323 -3.991
C4 0.625 1.072 -5.399
C5 0.574 -0.753 6.274
C6 4.263 -4.414 -0.047
C7 0.514 -0.159 0.632
C8 -4.636 -0.854 0.538
C9 3.493 4.461 -0.611
C10 -0.806 3.906 3.207
C11 6.835 1.279 1.028
C12 1.007 0.494 -0.677
C13 -4.308 -2.042 1.403
C14 -0.571 -2.844 2.848
C15 -4.700 2.671 -1.854
C16 -0.523 -4.069 -2.795
C17 -2.465 -4.467 -3.833
C18 1.860 -1.362 5.725
C19 -4.620 -0.353 2.786
C20 3.766 1.327 3.174
C21 0.737 -0.223 4.118
C22 4.438 -0.660 4.010
C23 -4.959 3.673 0.122
C24 -0.873 1.128 -7.103
C25 7.664 0.276 0.195
C26 -0.809 -5.560 -2.776
C27 -6.397 1.318 -4.828
C28 -0.969 3.123 1.953
C29 -0.742 0.619 -4.913
C30 -2.190 4.986 1.804
C31 -4.830 -0.190 -5.493
C32 3.912 -0.816 2.594
C33 -0.937 -0.721 -1.025
H1 0.014 2.758 1.637
H2 3.916 3.469 -0.757
H3 -5.468 1.903 -1.956
H4 3.216 -1.648 2.523
H5 4.132 4.955 0.121
H6 -0.024 -6.259 -3.042
H7 -0.491 -1.767 2.895
H8 1.357 1.509 -0.504
H9 -3.779 -0.106 -5.749
H10 1.093 1.845 -4.786
H11 1.291 -0.780 1.073
H12 2.762 -1.149 6.289
H13 -0.659 -0.264 -4.277
H14 3.719 4.975 -1.545
H15 -0.092 -3.645 -1.886
H16 0.040 -1.407 6.962
H17 6.701 1.133 2.096
H18 -1.614 2.246 2.003
H19 4.181 -5.338 0.521
H20 1.800 -2.434 5.516
H21 -1.188 -5.761 -1.772
H22 8.616 0.613 -0.221
H23 -5.304 -1.338 -3.663
H24 -3.345 -2.457 1.098
H25 7.406 2.213 0.986
H26 5.238 -3.975 0.121
H27 0.200 0.583 1.365
H28 4.724 -0.826 1.865
H29 -0.752 3.301 4.114
H30 -3.714 -0.589 0.031
H31 -4.275 2.797 -2.847
H32 1.433 0.338 -5.387
H33 -3.553 1.111 -0.808
H34 -5.039 -2.849 1.379
H35 -1.434 -3.287 3.336
H36 4.012 -4.641 -1.084
H37 3.740 -1.027 4.763
H38 -0.468 -3.332 1.880
H39 -5.287 -1.008 -6.049

Atomic forces in eV per Å
F -0.7101 0.2392 -0.2458
F -0.5423 0.4012 0.3314
F 0.1749 0.2316 0.0250
F -0.6743 0.1406 -0.6574
F -0.1094 -0.4095 0.0276
F 0.1370 -0.0466 -0.1354
F 0.3860 0.1090 -0.6138
F -0.1091 -0.3835 -0.3927
F 0.5010 0.1632 0.4112
F -0.0314 0.0478 -0.5207
O 0.0380 0.2596 2.1452
O 0.1316 -0.5125 -0.5225
O -0.1791 -1.1188 0.3468
O 0.2363 0.8566 1.2722
O -0.4050 0.1511 -0.1116
O 1.2089 1.6237 -1.8023
O -0.2401 0.1943 1.1683
O -0.0894 -1.0331 0.2326
O -0.8856 1.8950 0.5121
O 1.3399 -0.1771 -0.4404
O -0.1479 -0.0051 0.0248
O -1.5717 -0.5243 -1.3550
O 0.0260 -0.9507 0.5881
O 0.4732 0.3686 -0.9125
O 0.1261 0.1139 -0.0949
O 0.1830 -0.3712 -0.4602
O -0.1713 -0.7982 -0.0483
O 0.1232 -0.4116 -0.1777
O -0.3292 0.4173 0.8808
O 0.6793 -0.6164 -0.0749
O -0.6463 0.0226 -1.4199
O 0.9886 -0.5423 -1.2777
O -0.1671 -0.2922 -0.3283
O -1.5338 -0.3968 0.5519
O -0.7059 0.1800 -0.1864
O 0.1697 0.3672 0.1438
O 0.1010 -2.6642 -2.0147
O 0.0979 -0.1624 -0.2441
O -0.4111 -0.1493 0.8633
O 0.4515 -0.7335 0.3558
O -0.7294 0.7578 -0.4357
O 0.0421 -0.0336 0.4338
O 0.6676 0.2781 -1.0313
O 0.6372 -0.5721 -0.5567
O -0.1099 0.2050 -0.4629
O 0.2528 -0.5715 0.2562
N 2.6727 0.1192 0.6337
N -1.6225 1.7798 0.3331
N -0.1688 0.1764 1.1064
C -0.6614 -0.7391 -0.2504
C 1.1134 0.0142 0.9740
C 0.3074 -1.1173 -1.1408
C -0.1405 1.5144 0.8303
C 1.4823 -0.6941 0.6685
C -0.6816 -1.1346 -0.4473
C 0.6420 0.9088 -0.6536
C -0.4554 -0.3339 2.1596
C 2.3291 0.1476 -0.9494
C -0.8661 -0.5851 0.8586
C 1.0316 1.0431 -1.0775
C -0.9428 -2.4141 1.5806
C 1.4891 -2.1000 0.0843
C 0.3698 -1.9924 0.2052
C 1.7911 -0.4686 0.3410
C 1.2034 -0.3638 0.9521
C -0.6413 0.4659 0.3528
C -0.3260 0.1303 0.4408
C -0.4809 1.4073 0.8942
C 0.0551 0.9739 -0.6709
C 0.5630 -0.5386 -0.1381
C 0.9471 0.5765 -0.7414
C 0.9804 2.4496 0.2202
C -0.5500 0.2290 0.3087
C -0.3695 -0.0980 1.1344
C -0.3141 0.3279 -0.0532
C -0.0915 1.5226 -0.2358
C 2.3151 -0.3992 -0.9095
C 0.2147 -0.7349 -0.1455
C 0.2809 -1.1275 -0.6777
C -0.5543 0.0952 0.3123
C -0.4240 -0.3337 0.2151
C -1.1632 1.4962 1.8414
H -0.2166 0.2533 -0.1858
H -0.9586 -0.4238 0.4503
H -0.5085 0.4394 0.4447
H 0.1603 -0.0455 -0.3101
H -0.3622 0.0254 0.2662
H 0.1717 0.2578 -0.0990
H -0.0844 -0.2447 -0.3628
H -0.6880 0.3291 -0.8891
H -0.0211 0.2177 0.0467
H -0.6344 0.2955 0.0927
H -0.0347 0.0326 -0.1144
H -0.2778 0.2806 0.3968
H -0.5687 0.0499 -0.0431
H -0.7344 0.2993 0.0302
H -0.6426 -0.1468 0.2480
H -0.4307 0.2045 -0.3032
H -0.2539 -0.8896 -0.1447
H -0.5347 0.3117 0.3263
H -0.2912 0.1846 0.1700
H -0.0030 0.4969 0.7724
H -0.1966 -0.4013 -0.1282
H -0.1354 0.1529 0.2223
H 0.1382 0.0625 0.1728
H -0.1292 -0.1697 -0.1638
H -0.5725 0.3491 -0.2552
H -0.1023 0.3266 -0.3415
H -0.0872 -0.2934 -1.1184
H 0.0224 -0.3716 0.0728
H -0.6555 0.1989 0.0389
H -0.3146 0.8775 -0.3397
H -0.0197 0.5896 0.0829
H -0.5632 -0.6337 -0.9029
H 0.1277 0.0462 0.0696
H -0.3021 0.2460 0.1074
H -0.2626 0.4500 -0.0713
H 0.7073 0.0284 -0.1035
H 1.4352 0.1975 -0.1820
H -0.1719 0.6643 -0.3474
H -0.0118 0.0027 -0.0080


# C7H9N2O

An isolated ion of composition C7H9N2O and charge +1 (ωB97M-V/def2-TZVPD, OMol25).

Results
highest occupied orbital energy (spin up / spin down): -9.69 / -14.35 eV
ΔE to the lowest compared entry with this formula, charge and spin: 37.2 kcal/mol
net charge: +1
spin multiplicity: 3
orbital gap (spin up / spin down): 0.2420 / 0.2528 Eh

Cartesian coordinates (Å):
O1 -0.272 1.239 1.472
N1 -0.419 0.545 0.326
N2 -1.591 0.101 -1.434
C1 0.455 -0.192 -0.421
C2 1.844 -0.526 -0.077
C3 -2.228 1.814 0.521
C4 -1.358 2.040 1.541
C5 -1.590 0.808 -0.283
C6 -0.292 -0.461 -1.568
C7 2.011 -2.058 0.210
H1 2.640 -0.056 -0.662
H2 1.882 0.057 0.923
H3 -3.216 2.210 0.583
H4 1.647 -2.165 1.270
H5 0.065 -0.964 -2.377
H6 -1.684 2.383 2.597
H7 3.018 -2.465 -0.047
H8 -2.206 0.330 -2.194
H9 1.293 -2.639 -0.381

Atomic forces in eV per Å
O 2.2294 -0.4540 1.4581
N 2.8586 -1.6403 -0.8418
N 1.5645 -1.5406 -1.7857
C -1.1654 1.4762 0.3733
C 0.0714 0.7955 3.0315
C -0.4907 -3.3413 -4.3316
C -0.0513 2.2139 4.9003
C -3.5932 3.8740 2.8522
C -2.4130 1.4613 1.3620
C -0.6449 0.2346 0.3086
H -0.5341 -0.2031 -0.5180
H 0.7292 -1.0806 -1.2581
H -0.4083 0.1230 -0.7954
H 1.0043 -0.4429 -0.9603
H 0.5004 -1.2478 -2.2581
H 0.9857 -0.6950 -1.9113
H -0.7596 0.5617 0.7415
H -0.0506 -0.2269 -0.2825
H 0.1675 0.1322 -0.0847


# C22H36Cl2N4O2RuS

C22H36Cl2N4O2RuS as an isolated structure (ωB97M-V/def2-TZVPD, OMol25).

Results
highest occupied orbital energy (spin up / spin down): -11.53 / -11.41 eV
net charge: +1
spin multiplicity: 2
orbital gap (spin up / spin down): 0.3140 / 0.2804 Eh

Cartesian coordinates (Å):
Ru1 0.004 0.552 -0.522
Cl1 -1.084 5.259 -0.812
Cl2 1.832 5.403 -0.506
S1 -0.572 1.032 -2.856
O1 0.991 2.596 -0.836
O2 -0.455 2.589 0.811
N1 -4.002 2.903 -2.566
N2 -2.726 1.671 -1.291
N3 -2.214 0.952 -0.209
N4 -2.875 2.504 -3.224
C1 -2.063 1.757 -2.481
C2 0.319 3.189 0.030
C3 0.342 4.712 0.111
C4 3.902 1.433 -0.567
C5 1.759 -0.710 -0.672
C6 -1.121 -3.153 -1.476
C7 -4.873 2.538 -0.278
C8 1.989 0.128 0.443
C9 0.738 -2.321 -2.844
C10 -0.938 -1.831 1.789
C11 0.344 -2.724 -1.408
C12 3.048 2.048 1.718
C13 -2.393 -1.792 1.297
C14 -3.904 2.388 -1.386
C15 0.935 -0.132 1.349
C16 0.102 -1.195 0.862
C17 0.618 -1.577 -0.438
C18 4.175 -0.142 1.354
C19 -0.509 -3.280 2.073
C20 -0.925 -1.107 3.148
C21 1.251 -3.904 -1.022
C22 3.244 0.916 0.711
H1 3.249 2.122 -1.100
H2 -1.755 -2.310 -1.765
H3 -2.855 -0.826 1.525
H4 4.186 0.617 -1.234
H5 2.542 1.713 2.623
H6 -1.149 -3.690 2.855
H7 0.771 0.412 2.263
H8 0.494 -3.145 -3.515
H9 -0.598 -3.926 1.204
H10 -2.972 -2.520 1.866
H11 4.817 1.964 -0.305
H12 1.075 -4.731 -1.709
H13 2.511 2.893 1.290
H14 1.805 -2.139 -2.954
H15 -1.495 -3.578 -0.548
H16 -5.362 1.590 -0.050
H17 0.520 -3.318 2.432
H18 -1.193 -0.052 3.055
H19 -2.716 2.799 -4.173
H20 -4.377 2.905 0.622
H21 2.300 -3.619 -1.106
H22 -2.063 1.591 0.574
H23 4.359 -0.975 0.675
H24 4.030 2.417 2.019
H25 0.189 -1.442 -3.183
H26 -1.659 -1.573 3.805
H27 -5.629 3.258 -0.576
H28 5.134 0.322 1.586
H29 3.753 -0.532 2.282
H30 2.394 -0.760 -1.539
H31 0.047 -1.178 3.635
H32 1.086 -4.266 -0.011
H33 -2.515 -2.024 0.243
H34 -1.228 -3.919 -2.243
H35 0.201 5.036 1.137
H36 -2.836 0.182 0.014

Atomic forces in eV per Å
Ru 0.9998 0.2129 0.9092
Cl -0.0177 0.0227 -0.0387
Cl -0.0247 0.0130 0.0090
S -0.4504 0.0046 0.2472
O -0.3164 -0.2495 -0.2246
O -0.2687 -0.1435 0.2038
N -0.1615 0.0389 0.0394
N 0.2011 0.0679 -0.4451
N 0.0698 0.0437 -0.4489
N 0.1572 -0.0775 0.0377
C 0.1403 -0.1658 0.1132
C -0.0004 0.2131 -0.1550
C 0.0658 -0.0719 0.0755
C -0.0460 0.0869 -0.0108
C -0.4037 -0.1899 -0.2742
C -0.0123 -0.0647 0.0266
C -0.0219 0.0313 0.0130
C -0.0152 -0.0943 0.0425
C -0.0624 -0.0066 0.0777
C -0.0687 0.0993 0.2071
C -0.0554 0.0707 -0.2031
C 0.0568 0.0765 -0.0493
C -0.0908 -0.0602 0.1024
C -0.0033 0.0828 0.0178
C -0.0939 -0.2697 -0.1492
C 0.0931 0.1168 0.1920
C 0.0759 0.4449 -0.3934
C 0.0302 0.0931 -0.0183
C -0.0518 0.0048 -0.0228
C -0.0707 -0.0068 -0.0430
C 0.0111 -0.0262 0.0169
C 0.1406 -0.0982 0.0731
H 0.0104 -0.0148 -0.0103
H 0.0195 -0.0017 -0.0025
H 0.0928 -0.0656 0.0492
H -0.0148 -0.0187 -0.0129
H -0.0384 0.0139 0.0056
H -0.0033 -0.0112 0.0202
H 0.0441 -0.0353 0.0045
H -0.0094 -0.0155 0.0100
H 0.0162 -0.0059 -0.0258
H -0.0154 -0.0463 -0.0389
H 0.0181 -0.0020 0.0076
H 0.0042 -0.0177 -0.0093
H -0.0470 -0.0524 0.0026
H 0.0508 0.0323 0.0185
H 0.0332 -0.0012 -0.0126
H 0.0098 -0.0055 0.0142
H 0.0325 0.0061 -0.0366
H -0.0005 0.0111 -0.0109
H 0.0237 0.0233 -0.0228
H 0.0045 -0.0029 0.0092
H 0.0206 0.0079 0.0099
H -0.0977 -0.0047 0.0480
H -0.0234 -0.0248 -0.0069
H 0.0040 0.0082 0.0054
H 0.0177 -0.0639 0.0136
H -0.0205 -0.0212 -0.0066
H -0.0125 -0.0172 -0.0068
H 0.0075 0.0114 0.0036
H -0.0123 -0.0187 0.0212
H 0.0088 0.0407 -0.0395
H 0.0046 -0.0232 0.0259
H -0.0600 0.0049 0.0750
H 0.0107 0.0497 0.0269
H 0.0024 -0.0073 -0.0088
H -0.0013 0.0054 -0.0339
H 0.1149 0.0632 -0.0139


# C7H13OP

One molecule with the formula C7H13OP (ωB97M-V/def2-TZVPD, OMol25).

Results
highest occupied orbital energy: -7.81 eV
ΔE to the lowest compared entry with this formula, charge and spin: 55.6 kcal/mol
SMILES string: C=C[C@@H]1C[C@H]1[P@@](=C)(C)O
orbital gap: 0.3177 Eh

Cartesian coordinates (Å):
P1 0.472 -1.565 0.153
O1 0.061 -2.481 -1.076
C1 -0.649 -0.035 0.035
C2 -0.814 2.570 -0.024
C3 2.146 -1.132 0.133
C4 -0.675 0.413 -1.472
C5 -0.133 1.375 -0.487
C6 -0.066 3.609 0.238
C7 -0.492 -2.533 1.348
H1 0.305 -3.209 1.672
H2 -0.485 4.601 0.581
H3 -1.580 -0.075 0.596
H4 0.360 -2.090 -1.881
H5 -1.275 -3.061 1.094
H6 -0.644 -1.900 2.228
H7 1.002 3.558 0.208
H8 -0.024 -0.148 -2.147
H9 2.762 -2.031 0.297
H10 -1.733 0.485 -1.773
H11 2.424 -0.368 0.767
H12 0.948 1.513 -0.507
H13 -1.911 2.506 0.017

Atomic forces in eV per Å
P -0.7098 3.0206 0.8140
O -0.2581 -0.9622 -0.0458
C 2.4500 -0.1118 -1.6990
C -0.9015 -0.6997 -0.6257
C -2.1206 -2.9014 -0.8239
C -1.9113 -0.6513 1.0291
C 0.5873 -2.1976 0.5400
C -0.9207 2.8081 1.2264
C 5.6181 2.4683 2.5197
H -0.2521 -0.4705 0.2604
H 0.4208 -1.2839 -0.4246
H 0.1128 0.0664 -0.2629
H 0.5682 0.1978 -1.1557
H -4.1323 -2.3228 -1.7468
H -0.2509 -0.0576 -0.1620
H 0.4453 -0.0759 -0.1958
H -0.1195 0.5650 0.1715
H -0.0792 0.2899 -0.3740
H 0.7922 0.3865 -0.3759
H 0.3688 1.8473 1.2287
H -0.1710 -0.3887 -0.0146
H 0.4636 0.4735 0.1171


# C4H9NSi

One molecule with the formula C4H9NSi (ωB97M-V/def2-TZVPD, OMol25).

Results
highest occupied orbital energy: -10.49 eV
ΔE to the lowest compared entry with this formula, charge and spin: 65.0 kcal/mol
SMILES string: CC[C@@H]([SiH3])C#N
orbital gap: 0.4116 Eh

Cartesian coordinates (Å):
Si1 1.590 1.691 0.076
N1 1.783 -1.826 -0.800
C1 1.079 -0.926 -0.678
C2 -0.767 -0.116 0.628
C3 0.275 0.232 -0.375
C4 -1.753 -1.144 0.161
H1 -0.369 0.500 -1.408
H2 -0.251 -0.540 1.495
H3 0.775 2.356 1.112
H4 -1.277 0.805 0.883
H5 -1.591 -1.121 -0.881
H6 2.779 0.826 0.487
H7 -2.738 -0.959 0.455
H8 -1.464 -2.237 0.168
H9 1.931 2.459 -1.321

Atomic forces in eV per Å
Si -0.5049 -1.5105 -2.0483
N 0.0279 -0.1805 -0.1580
C 0.3069 -0.2575 -0.1104
C 0.3275 -0.3470 1.9250
C -0.4436 1.5772 -3.5953
C 1.8675 -1.9546 -1.2400
H 1.9352 -0.4199 2.4060
H -0.0676 0.5608 0.4235
H 0.5346 0.5033 0.0229
H -0.1713 0.0966 0.3995
H -1.1397 0.6124 -1.8967
H -0.5354 0.9727 0.0888
H -1.4998 0.0188 0.3354
H -0.1751 1.0389 1.4439
H -0.4622 -0.7106 2.0037